# 1
Entry from OMol25: a structure of composition C24H20BaN3O4PSe2Te2 at a distorted geometry (the ωB97M-V functional and the def2-TZVPD basis).

```
57
Properties=species:S:1:pos:R:3:forces:R:3
Ba 0.69020 1.59063 -0.85158 3.2 9.5 -14.6
O 4.21980 0.12773 -0.01398 -0.9 -0.6 0.2
C 2.99380 0.63663 -0.30458 3.0 0.1 -0.7
O 2.19180 -0.06887 -0.94248 4.3 -1.9 2.7
C 2.93610 2.10163 0.30312 -0.8 -0.6 -0.9
C 3.79240 2.89803 1.00282 0.9 1.4 1.0
C 3.31050 4.19873 1.36322 -0.8 -0.7 -0.6
C 1.99700 4.66603 1.01832 1.4 0.7 0.9
C 1.18160 3.82083 0.31462 0.3 0.0 -0.4
N 1.77860 2.66443 0.06432 8.5 9.6 8.8
C -0.34620 4.04603 -0.22388 -3.8 2.1 -0.3
O -0.81670 5.19793 0.07702 2.1 -2.8 -0.1
O -1.02660 3.13483 -0.89988 1.3 3.9 3.3
H 4.15570 -0.76047 -0.42368 0.4 0.4 0.1
H 4.78480 2.56663 1.27282 0.1 0.1 0.0
H 3.96340 4.86563 1.92242 -0.1 -0.2 -0.1
H 1.64810 5.65343 1.29892 0.1 -0.1 0.0
N -0.54410 -0.19777 -0.47988 -2.8 -8.1 0.9
P -1.20420 -0.17167 1.13652 1.3 0.3 -1.8
C -0.57470 -1.72757 1.82892 0.0 -1.0 0.4
C -1.40000 -2.74527 2.32902 0.2 -0.2 0.1
C -0.85770 -3.91507 2.87202 0.2 0.3 -0.1
C 0.52370 -4.08407 2.93302 -0.2 0.0 0.0
C 1.36190 -3.08317 2.45522 -0.3 0.4 -0.2
C 0.81860 -1.91477 1.91402 -0.1 -0.2 0.1
C -2.98400 -0.34117 0.97052 -1.2 -0.5 0.6
C -3.65900 -0.71957 -0.19008 -0.4 -0.1 -0.2
C -5.05960 -0.79017 -0.20668 0.2 0.1 0.3
C -5.80050 -0.47757 0.93392 0.1 -0.1 -0.3
C -5.14730 -0.09137 2.09622 0.4 0.0 0.0
C -3.75380 -0.02247 2.11052 0.0 0.0 -0.2
C 0.00590 -1.14017 -1.50948 -0.4 -0.4 -0.8
C -0.27790 -2.49407 -1.34008 0.3 -0.1 -0.4
C 0.23880 -3.43287 -2.23708 0.1 0.3 -0.2
C 1.01800 -3.02277 -3.31368 -0.3 -0.7 0.4
C 1.25410 -1.67217 -3.48478 -0.8 1.2 1.2
N 0.78390 -0.72347 -2.65298 -2.3 -1.0 2.1
H -0.25490 0.71653 -0.82868 -14.2 -11.8 -0.8
H -2.48340 -2.65437 2.30082 0.1 0.1 -0.1
H -1.51700 -4.69227 3.24862 0.0 0.1 -0.1
H 0.94370 -4.99267 3.35542 0.0 0.1 -0.1
H 2.44130 -3.20627 2.50102 -0.2 0.0 0.0
H 1.49810 -1.14797 1.54502 -0.2 -0.1 0.0
H -3.11230 -0.95837 -1.09738 0.1 0.2 0.1
H -5.57360 -1.08437 -1.11788 0.1 0.1 0.1
H -6.88590 -0.52847 0.91322 0.1 0.0 0.0
H -5.71320 0.16173 2.98832 0.1 0.0 -0.1
H -3.26660 0.29053 3.03422 0.1 0.0 -0.2
H -0.90240 -2.84427 -0.52948 0.0 0.2 0.1
H 0.02900 -4.48897 -2.08798 0.0 0.1 0.0
H 1.42780 -3.74597 -4.01028 0.0 0.1 0.0
H 1.84820 -1.30717 -4.31688 -0.1 0.2 0.1
Se 3.62620 1.64403 -2.97168 0.6 0.7 0.4
Te 4.36700 4.00473 -3.67028 -0.4 -0.9 -0.4
Te 2.02730 4.23113 -5.12738 0.2 0.4 1.3
Se 0.74360 4.43913 -2.90968 0.2 0.2 -1.2
H -1.43920 1.59063 -2.36178 0.0 -1.0 -0.5
```
Positions in Å, forces in eV/Å.

The calculation puts the electronic energy at -7096.8977 hartree. As for the LUMO energy (alpha / beta): 3.6998 / 3.6997 eV. The charge is -2. The HOMO-LUMO gap (alpha / beta) is 3.1 / 3.1 eV.

=====

# 2
Entry from OMol25: a structure of composition C37H31CdN2O2P2S3 (the ωB97M-V functional and the def2-TZVPD basis).

```
78
Properties=species:S:1:pos:R:3:forces:R:3
Cd 0.11886 -0.70126 -1.47788 -0.1 -0.2 0.0
S -0.94286 0.91535 -3.29816 0.0 0.0 0.0
P -0.33798 2.15752 -1.78792 0.0 0.0 0.1
C 0.08041 1.40402 -0.35436 0.1 0.0 0.0
P -0.99367 0.75129 0.75454 0.0 0.1 0.0
S -2.08441 -0.82839 0.08954 -0.1 -0.1 0.1
C 0.00284 0.13132 2.16472 -0.1 -0.1 -0.3
C -0.41433 -1.40245 3.99290 0.0 0.0 -0.1
C 0.79407 -1.86920 4.29239 0.0 -0.2 -0.1
C 2.11013 -1.47376 3.77954 0.0 0.7 0.7
C 2.34657 -0.45849 2.95109 0.0 -0.4 -0.5
C 1.32854 0.19371 2.11132 0.0 0.0 0.2
C -2.12454 1.94930 1.54174 0.0 0.0 0.1
C -3.43843 1.63101 1.86308 0.0 0.0 0.0
C -4.26539 2.58436 2.44278 0.0 0.0 0.0
C -3.78431 3.86001 2.69969 0.0 0.0 0.0
C -2.47105 4.18209 2.38209 0.0 0.0 0.0
C -1.64326 3.22902 1.80976 0.0 0.0 0.0
C -1.56664 3.49029 -1.58317 0.0 0.0 -0.1
C -1.18598 4.80126 -1.31228 0.0 0.0 0.0
C -2.14292 5.75984 -1.00808 0.0 0.0 0.0
C -3.48459 5.41040 -0.95712 0.0 0.0 0.0
C -3.86906 4.10160 -1.21805 0.0 0.0 0.0
C -2.91584 3.14682 -1.53702 0.0 0.0 0.0
C 1.12995 3.02700 -2.44046 0.0 0.0 0.0
C 1.06735 3.69872 -3.65990 0.0 0.0 0.0
C 2.18791 4.33647 -4.16475 0.0 0.0 0.0
C 3.38870 4.29254 -3.46274 0.0 0.0 0.0
C 3.45867 3.61566 -2.25526 0.0 0.0 0.0
C 2.32791 2.98961 -1.74090 0.0 0.0 0.0
H -1.28718 -1.79613 4.49752 0.0 -0.1 0.0
H 0.78592 -2.65861 5.03348 0.0 0.0 0.0
H 2.95404 -1.96295 4.24957 0.0 -0.1 -0.1
H 3.37201 -0.24312 2.67301 0.0 0.0 0.1
H 1.68783 0.73659 1.24354 0.0 0.0 0.0
H -3.80754 0.63750 1.64139 0.0 0.0 0.0
H -5.28963 2.33097 2.68864 0.0 0.0 0.0
H -4.43346 4.60608 3.14247 0.0 0.0 0.0
H -2.09535 5.18065 2.56925 0.0 0.0 0.0
H -0.62122 3.47234 1.54264 0.0 0.0 0.0
H -0.13714 5.07262 -1.33311 0.0 0.0 0.0
H -1.83827 6.77873 -0.80097 0.0 0.0 0.0
H -4.23041 6.15536 -0.70743 0.0 0.0 0.0
H -4.91399 3.82192 -1.16567 0.0 0.0 0.0
H -3.20569 2.12126 -1.73805 0.0 0.0 0.0
H 0.13760 3.70394 -4.21740 0.0 0.0 0.0
H 2.13197 4.85981 -5.11153 0.0 0.0 0.0
H 4.26797 4.78277 -3.86314 0.0 0.0 0.0
H 4.39340 3.57181 -1.70964 0.0 0.0 0.0
H 2.35230 2.45876 -0.79633 0.0 0.0 0.0
C -2.05866 -8.24613 -0.60399 0.0 0.0 0.0
C -1.32453 -7.00107 -0.18021 0.0 0.0 0.0
C -1.92663 -5.74960 -0.28590 0.0 0.0 0.0
C -1.26804 -4.60259 0.13032 0.0 0.0 0.0
C 0.01377 -4.70678 0.64690 0.0 0.0 0.0
C 0.62717 -5.93911 0.77522 0.0 0.0 0.0
C -0.04226 -7.08016 0.35514 0.0 0.0 0.0
S 0.87863 -3.21669 1.18833 -0.1 0.1 -0.1
O 2.08181 -3.71753 1.90830 0.1 -0.2 -0.2
O -0.82680 -0.43971 3.11577 0.1 0.1 0.2
N 1.18694 -2.64777 -0.33933 0.1 0.3 0.2
C 2.37495 -2.21515 -0.78053 0.0 -0.2 -0.1
C 3.67886 -2.49345 -0.27597 -0.1 0.0 0.0
C 4.76158 -1.92940 -0.89456 0.0 0.0 0.0
C 4.61120 -1.10196 -2.01908 0.0 0.0 0.0
C 3.32950 -0.87587 -2.45853 0.0 0.0 0.0
N 2.25390 -1.41003 -1.87494 0.1 0.2 0.0
H -2.79811 -8.02463 -1.37395 0.0 0.0 0.0
H -2.58676 -8.69609 0.24041 0.0 0.0 0.0
H -1.37071 -8.99530 -0.99774 0.0 0.0 0.0
H -2.92612 -5.67291 -0.69987 0.0 0.0 0.0
H -1.73791 -3.62805 0.05453 0.0 0.0 0.0
H 1.62059 -5.98195 1.20545 0.0 0.0 0.0
H 0.43749 -8.04932 0.44441 0.0 0.0 0.0
H 3.77333 -3.12717 0.59123 0.0 0.0 0.0
H 5.75369 -2.13037 -0.50512 0.0 0.0 0.0
H 5.45618 -0.64673 -2.51484 0.0 0.0 0.0
H 3.12715 -0.23041 -3.30685 0.0 0.0 0.0
```
Positions in Å, forces in eV/Å.

Its energy above the lowest of the compared OMol25 structures with the same formula, charge and spin is 295.89 kJ/mol. The calculation puts the electronic energy at -3733.5993 hartree. As for the LUMO energy: 2.6312 eV. The charge is -1. The HOMO-LUMO gap is 7.1 eV.

=====

# 3
Entry from OMol25: a structure of composition Cl4HgO20S at a distorted geometry (the ωB97M-V functional and the def2-TZVPD basis).

```
26
Properties=species:S:1:pos:R:3:forces:R:3
Hg 11.47393 0.14019 -15.53200 0.0 0.1 0.0
S 16.16448 3.79511 -14.48005 -0.7 -0.8 2.0
O 15.89131 4.80119 -13.44194 0.3 -0.7 1.2
O 17.54063 3.47847 -14.71988 2.2 -1.3 1.2
O 15.28279 2.63239 -14.39100 0.4 0.8 -0.1
O 15.95243 4.63225 -15.61806 -2.3 2.0 -4.3
Cl 6.57925 -3.72860 -17.17432 -1.1 1.7 1.0
O 7.03824 -2.73311 -16.19018 -0.2 -1.0 -0.9
O 5.14589 -3.46575 -17.42511 1.0 0.0 -0.4
O 7.36700 -3.62956 -18.37522 -0.4 0.0 0.0
O 6.66200 -5.04884 -16.62810 0.4 -0.8 0.3
Cl 9.06089 5.47988 -14.77945 2.5 -0.8 -0.3
O 7.75647 5.98686 -15.05249 -0.5 1.0 0.4
O 9.60649 4.82726 -15.89132 0.9 0.4 -4.8
O 10.03699 6.43872 -14.30449 -1.2 1.3 0.1
O 9.08121 4.38057 -13.91761 -1.8 -1.7 4.6
Cl 14.18983 2.36946 -22.04971 2.8 -2.5 -0.8
O 14.62823 1.49155 -23.10663 -0.7 -0.8 -1.4
O 13.75925 1.50388 -20.98141 -0.6 1.2 0.4
O 15.40726 3.07435 -21.73688 0.0 1.3 1.4
O 13.20414 3.25849 -22.53885 -1.4 0.9 0.2
Cl 13.72327 -6.10703 -17.97748 -2.9 -0.7 -6.9
O 14.85105 -6.93227 -17.89319 3.8 -0.7 2.6
O 13.49575 -5.05838 -17.05507 0.5 -0.1 1.7
O 13.80172 -5.53147 -19.33173 0.3 1.0 0.8
O 12.64750 -7.07054 -18.10722 -1.5 0.3 1.8
```
Positions in Å, forces in eV/Å.

The calculation puts the electronic energy at -3895.8432 hartree. As for the LUMO energy: 0.8531 eV. The charge is -4. The HOMO-LUMO gap is 1.3 eV.

=====

# 4
Entry from OMol25: an isolated molecule of C6H8N2O at a distorted geometry (the ωB97M-V functional and the def2-TZVPD basis).

```
17
Properties=species:S:1:pos:R:3:forces:R:3
C 0.39037 0.32978 1.52315 -0.3 0.3 0.3
C 1.34784 -0.10342 0.72260 -2.1 -1.1 -2.9
C -0.90920 0.51619 0.83022 -0.8 0.7 1.7
C 0.15811 -0.41425 -1.14728 1.7 0.6 5.5
C -2.02771 1.03707 1.36821 -0.9 0.0 -0.6
C 0.40314 -1.04482 -2.26160 -0.8 -1.5 -2.8
N -0.91322 0.07854 -0.44795 0.2 -1.2 -3.3
N 2.58020 -0.58915 0.71705 2.2 -1.2 0.9
O -1.99471 0.45293 -1.29071 0.8 0.2 0.6
H 0.50376 0.52998 2.61645 -0.2 0.0 -1.1
H -3.04622 1.08474 0.87070 1.8 -0.1 0.5
H -1.93523 1.42501 2.35305 -0.1 0.2 0.7
H -0.45246 -1.20752 -3.08616 2.0 0.4 2.0
H 1.36568 -1.61608 -2.43320 -1.2 1.2 0.2
H 3.01780 -0.59889 -0.19033 0.2 -0.1 0.2
H 3.10257 -1.15143 1.46675 -1.7 1.4 -1.4
H -1.59072 1.27130 -1.61094 -0.8 0.3 -0.5
```
Positions in Å, forces in eV/Å.

Its energy above the lowest of the compared OMol25 structures with the same formula, charge and spin is 619.73 kJ/mol. The calculation puts the electronic energy at -417.9472 hartree. As for the LUMO energy: 0.4923 eV. The HOMO-LUMO gap is 7.9 eV.

=====

# 5
Entry from OMol25: a structure of composition C37H29InN2O4P2 at a distorted geometry (the ωB97M-V functional and the def2-TZVPD basis).

```
75
Properties=species:S:1:pos:R:3:forces:R:3
In 0.17179 0.79803 -0.00862 -0.1 0.2 -0.2
C 1.37275 1.87278 2.69296 -0.1 -0.1 -0.1
P -0.27435 1.02939 2.57635 0.3 -0.2 0.0
C -1.44035 2.06023 3.48899 -0.2 0.1 -0.3
C -1.63509 3.36895 3.03443 0.0 0.0 0.0
C -2.49374 4.21168 3.72232 0.0 0.0 0.0
C -3.16254 3.75483 4.85081 0.0 0.0 0.0
C -2.98932 2.44779 5.28481 0.0 0.0 0.0
C -2.13611 1.59235 4.60149 0.0 0.0 0.0
C -0.02828 -0.51392 3.48397 -0.1 0.0 0.1
C 0.50892 -0.51985 4.77266 0.0 0.0 0.0
C 0.72863 -1.71947 5.42747 0.0 0.0 0.0
C 0.41657 -2.92278 4.80145 0.0 0.0 0.0
C -0.11648 -2.92513 3.52280 0.0 0.0 0.0
C -0.33842 -1.72073 2.86732 0.0 0.0 0.0
C 2.34418 0.91777 2.08413 0.1 0.0 -0.2
C 3.32072 0.11611 2.61917 0.0 0.0 0.0
C 3.73149 -0.77303 1.58403 0.0 0.0 0.1
C 2.97186 -0.47960 0.47888 0.0 0.2 0.0
C 3.00308 -1.04366 -0.90772 -0.1 0.0 0.0
P 1.30436 -1.05487 -1.61959 0.1 -0.2 0.2
C 1.50566 -0.59659 -3.35590 -0.1 0.1 0.0
C 1.81137 0.74505 -3.60195 0.0 -0.1 0.0
C 1.93158 1.20619 -4.90120 0.0 0.0 0.0
C 1.74561 0.32946 -5.96374 0.0 0.0 0.0
C 1.43039 -0.99892 -5.72393 0.0 0.0 0.0
C 1.30006 -1.46477 -4.42115 0.0 0.0 0.0
C 0.69241 -2.75330 -1.53864 -0.1 0.0 0.0
C 1.43451 -3.83278 -2.01972 0.0 0.0 0.1
C 0.90934 -5.11416 -1.97382 0.0 0.0 0.0
C -0.35748 -5.33057 -1.44452 0.0 0.0 0.0
C -1.09887 -4.26701 -0.95175 0.0 0.0 0.0
C -0.57436 -2.98199 -1.00137 0.1 -0.1 -0.1
N 2.14203 0.58170 0.76237 0.0 -0.1 0.2
H 1.60282 2.13321 3.72405 0.0 -0.1 0.0
H 1.28907 2.78769 2.10383 0.0 0.1 0.1
H -1.13581 3.71656 2.13648 0.0 0.0 0.1
H -2.64736 5.22218 3.36652 0.0 0.0 0.0
H -3.82952 4.41689 5.38842 0.0 0.0 0.0
H -3.52431 2.08844 6.15462 0.0 0.0 0.0
H -2.01550 0.57009 4.93528 0.0 0.0 0.0
H 0.75547 0.41540 5.26298 0.0 0.0 0.0
H 1.14743 -1.71956 6.42558 0.0 0.0 0.0
H 0.59254 -3.85951 5.31472 0.0 0.0 0.0
H -0.35806 -3.86071 3.03483 0.0 0.0 0.0
H -0.75484 -1.72337 1.86575 0.0 0.0 0.0
H 3.69235 0.14760 3.63270 0.0 0.0 0.0
H 4.49499 -1.53374 1.65089 0.0 0.0 0.0
H 3.41396 -2.05260 -0.91257 0.0 0.0 0.0
H 3.60915 -0.42918 -1.57709 0.0 0.0 0.0
H 1.94288 1.43497 -2.77412 0.0 0.0 0.0
H 2.14467 2.25033 -5.08830 0.0 0.0 0.0
H 1.83052 0.68911 -6.98062 0.0 0.0 0.0
H 1.26822 -1.67547 -6.55341 0.0 0.0 0.0
H 1.02100 -2.49560 -4.24380 0.0 0.0 0.0
H 2.42655 -3.67266 -2.42661 0.0 0.0 0.0
H 1.48728 -5.94713 -2.35358 0.0 0.0 0.0
H -0.76683 -6.33259 -1.41748 0.0 0.0 0.0
H -2.08412 -4.43482 -0.53640 0.0 0.0 0.0
H -1.15919 -2.14905 -0.62657 0.0 0.0 0.0
O -2.75124 2.75436 -5.95735 -0.1 0.4 0.1
C -3.53330 2.59473 -5.00117 0.0 -1.0 -0.4
O -4.76556 2.59513 -4.89950 0.1 0.4 0.1
C -2.77707 2.10831 -3.77635 0.2 0.3 0.2
C -2.32705 0.78317 -3.72119 -0.1 0.0 -0.1
C -1.54596 0.37470 -2.67430 -0.1 0.3 0.2
N -1.18569 1.21611 -1.68758 -0.2 -0.1 0.1
C -1.63369 2.48956 -1.70761 0.0 -0.2 -0.1
C -2.42775 2.96033 -2.72394 0.0 0.0 0.0
C -1.18637 3.37129 -0.56346 0.2 -0.1 0.1
O -1.69486 4.45140 -0.38182 0.0 0.1 0.0
O -0.23735 2.85546 0.17988 0.1 0.2 -0.1
H -2.57822 0.08956 -4.51336 0.0 0.1 0.0
H -1.17557 -0.63978 -2.60944 0.0 -0.1 0.0
H -2.75561 3.99003 -2.69168 0.0 0.0 0.0
```
Positions in Å, forces in eV/Å.

Its energy above the lowest of the compared OMol25 structures with the same formula, charge and spin is 51.55 kJ/mol. The calculation puts the electronic energy at -2710.7154 hartree. As for the LUMO energy: -0.9290 eV. The HOMO-LUMO gap is 6.7 eV.

=====

Copy entry 4 word for word.
Entry from OMol25: an isolated molecule of C6H8N2O at a distorted geometry (the ωB97M-V functional and the def2-TZVPD basis).

```
17
Properties=species:S:1:pos:R:3:forces:R:3
C 0.39037 0.32978 1.52315 -0.3 0.3 0.3
C 1.34784 -0.10342 0.72260 -2.1 -1.1 -2.9
C -0.90920 0.51619 0.83022 -0.8 0.7 1.7
C 0.15811 -0.41425 -1.14728 1.7 0.6 5.5
C -2.02771 1.03707 1.36821 -0.9 0.0 -0.6
C 0.40314 -1.04482 -2.26160 -0.8 -1.5 -2.8
N -0.91322 0.07854 -0.44795 0.2 -1.2 -3.3
N 2.58020 -0.58915 0.71705 2.2 -1.2 0.9
O -1.99471 0.45293 -1.29071 0.8 0.2 0.6
H 0.50376 0.52998 2.61645 -0.2 0.0 -1.1
H -3.04622 1.08474 0.87070 1.8 -0.1 0.5
H -1.93523 1.42501 2.35305 -0.1 0.2 0.7
H -0.45246 -1.20752 -3.08616 2.0 0.4 2.0
H 1.36568 -1.61608 -2.43320 -1.2 1.2 0.2
H 3.01780 -0.59889 -0.19033 0.2 -0.1 0.2
H 3.10257 -1.15143 1.46675 -1.7 1.4 -1.4
H -1.59072 1.27130 -1.61094 -0.8 0.3 -0.5
```
Positions in Å, forces in eV/Å.

Its energy above the lowest of the compared OMol25 structures with the same formula, charge and spin is 619.73 kJ/mol. The calculation puts the electronic energy at -417.9472 hartree. As for the LUMO energy: 0.4923 eV. The HOMO-LUMO gap is 7.9 eV.